The following is a DFT calculation (ωB97M-V/def2-TZVPD) of the molecule C3H5NO2.

```
11
Properties=species:S:1:pos:R:3:forces:R:3:mulliken_charge:R:1
O -0.81567 -1.32690 1.00058 0.344 0.226 -0.198 -0.60
O 1.94173 -1.40438 -1.05248 -0.269 0.034 0.520 -0.46
N 0.04259 0.44272 -0.19190 0.058 -0.160 0.024 -0.18
C 0.05296 -0.80303 0.32373 -0.149 0.127 0.053 0.59
C -1.05818 1.37478 -0.04684 -0.097 0.065 0.031 -0.79
C 1.34502 -1.55720 -0.01413 0.250 -0.030 -0.292 -0.01
H -0.67309 2.39612 -0.09484 -0.047 -0.156 0.008 0.32
H 1.68433 -2.26149 0.76554 -0.136 -0.084 -0.083 0.33
H -1.53735 1.22405 0.92312 0.081 -0.043 -0.140 0.29
H -1.81205 1.24488 -0.83179 0.115 -0.024 0.120 0.27
H 0.82970 0.67044 -0.78100 -0.150 0.045 -0.042 0.23
```
Forces are in eV/Å.

Summary:
LUMO level = 0.006 Eh
2S+1 = 1
Net charge = 0
Frontier orbital gap = 10.037 eV
Energy relative to the best compared isomer or geometry (same formula, charge and spin) = 18.7 kcal per mole
Energy = -322.54454 hartree


The following is a DFT calculation (ωB97M-V/def2-TZVPD) of the molecule C3H5NO2.

```
11
Properties=species:S:1:pos:R:3:forces:R:3:mulliken_charge:R:1
O 1.50605 -2.03038 0.00264 -0.397 0.596 0.032 -0.27
O -1.56803 -1.41974 -0.63529 0.135 0.351 0.122 -0.46
N -1.30667 0.00232 -0.39639 0.067 -0.308 -0.050 -0.65
C -0.06134 0.03091 0.06888 -0.030 0.001 -0.089 0.79
C 0.81538 -1.10982 -0.02547 0.170 -0.475 -0.071 0.20
C 0.64147 1.37537 0.11901 0.004 -0.083 0.068 -0.90
H 0.11646 -0.53577 1.25533 0.027 -0.001 -0.019 0.06
H 1.48706 1.37329 0.80844 -0.043 -0.020 -0.031 0.34
H 0.98096 1.65136 -0.87801 -0.035 -0.032 0.040 0.25
H -2.51910 -1.44126 -0.77947 0.089 0.020 0.024 0.33
H -0.09224 2.10373 0.46032 0.014 -0.050 -0.026 0.31
```
Forces are in eV/Å.

Summary:
LUMO level = 0.009 Eh
2S+1 = 1
Net charge = 0
Frontier orbital gap = 7.676 eV
Energy relative to the best compared isomer or geometry (same formula, charge and spin) = 137.3 kcal per mole
Energy = -322.35552 hartree


The following is a DFT calculation (ωB97M-V/def2-TZVPD) of the molecule C3H5NO2.

```
11
Properties=species:S:1:pos:R:3:forces:R:3:mulliken_charge:R:1
O -1.96066 1.25409 0.22438 0.214 0.023 0.141 -0.47
O 2.01563 -0.67014 -1.01469 -0.198 -0.105 -0.100 -0.53
N -0.61856 -0.59750 -0.30981 -0.260 0.288 0.018 -0.58
C 0.37916 -0.21378 0.62286 0.169 -0.026 -0.028 -0.07
C 1.65515 -0.28899 0.22641 -0.031 0.118 0.270 -0.36
C -1.66031 0.11648 -0.42702 0.113 -0.286 -0.111 0.17
H -1.18550 1.52641 0.74336 -0.129 -0.016 -0.059 0.34
H 0.12863 0.02430 1.65617 0.028 0.027 -0.187 0.43
H 1.19363 -0.95703 -1.45346 0.168 0.060 -0.020 0.37
H 2.50086 -0.04023 0.85917 -0.178 -0.070 -0.031 0.35
H -2.44804 -0.15361 -1.12738 0.103 -0.014 0.107 0.36
```
Forces are in eV/Å.

Summary:
LUMO level = 0.029 Eh
2S+1 = 1
Net charge = 0
Frontier orbital gap = 9.293 eV
Energy relative to the best compared isomer or geometry (same formula, charge and spin) = 36.6 kcal per mole
Energy = -322.51595 hartree


The following is a DFT calculation (ωB97M-V/def2-TZVPD) of the molecule C3H5NO2 at a distorted geometry.

```
11
Properties=species:S:1:pos:R:3:forces:R:3:mulliken_charge:R:1
O 0.56910 -1.16566 1.43684 2.338 0.688 0.412 -0.51
O 2.03154 0.79691 1.33509 -0.178 0.217 0.361 -0.61
N 0.29516 -0.25456 0.43630 -1.240 -0.400 0.034 0.28
C -1.20502 0.03257 -1.41739 -0.137 2.730 -1.631 -0.77
C -0.80848 -0.68704 -0.37284 -1.059 0.375 0.799 0.23
C 1.06749 0.86517 0.57663 0.250 -2.379 0.225 0.00
H -2.12975 -0.13860 -2.03167 1.124 -0.293 0.986 0.25
H 0.87982 1.70425 0.00070 -0.692 1.569 -1.365 0.34
H -1.46369 -1.56393 0.05345 1.940 1.738 -0.843 0.28
H 1.46936 -0.67865 1.71822 -1.488 -1.353 0.143 0.40
H -0.70553 1.08953 -1.73533 -0.858 -2.893 0.877 0.10
```
Forces are in eV/Å.

Summary:
LUMO level = 0.027 Eh
2S+1 = 1
Net charge = 0
Frontier orbital gap = 9.573 eV
Energy relative to the best compared isomer or geometry (same formula, charge and spin) = 86.0 kcal per mole
Energy = -322.43735 hartree